No. 1
ORCA calculation (the ωB97M-V functional and the def2-TZVPD basis) on 4 unconnected molecules or ions with the total composition C23H52F3O13P.

ORCA input file:
```
! wB97M-V def2-TZVPD RIJCOSX def2/J DEFGRID3
* xyz 0 1
O -6.2960 6.4826 -4.7745
H 1.3004 -4.1858 -0.4642
H -5.7940 5.6904 -2.9276
H -2.2339 6.6088 -6.8275
O 5.6911 -3.3160 8.8459
C 6.0401 -4.0219 10.0143
C -7.2824 5.4805 -4.8795
H -1.5083 -3.7138 3.1196
H -4.4515 8.1869 -4.0676
O 6.2551 -3.8860 5.8571
C -5.8490 6.6580 -3.4411
O -3.6552 7.9973 -6.3360
C -3.2348 6.0089 -5.0327
H 3.0638 -6.6653 -0.5902
H -1.8531 7.6043 -5.3908
O -3.0459 0.1614 -2.5829
F -6.1921 0.0133 -4.1005
O -3.4134 6.4223 -3.6810
H 1.6120 -2.6156 5.3043
H 0.2452 2.0967 -3.9649
O 2.1493 -5.8412 1.0757
H -2.1779 -2.6448 1.8665
C 1.0677 -0.4004 -3.5895
C -3.1152 9.2339 -6.7409
H 1.6451 -1.2399 -3.9428
O -1.7120 2.9341 -2.0507
C -2.6526 7.0798 -5.9276
H -2.5117 5.1917 -4.9815
C 0.0355 -2.6720 0.4280
C 6.8250 -2.9687 8.0678
C -0.7009 0.0696 -2.1275
H 4.0269 -3.6434 4.5325
C 2.5010 -2.1039 5.6922
H -2.4456 9.1105 -7.6002
C 2.7243 -3.5874 1.7222
C -1.7837 0.4390 -3.1622
H -3.9427 9.8791 -7.0302
C 3.8214 -4.0361 5.5354
H 1.7040 -7.5649 0.1085
H -4.0461 -1.3752 -3.4539
C -4.0112 -0.2919 -3.4991
H -4.3134 7.6652 -2.3918
O 0.2322 -0.8808 -2.5713
H 3.6998 -5.3946 2.3341
H -0.7527 -2.6506 -0.3379
O -0.5012 2.5564 -4.3878
H 7.2662 -2.0568 8.4936
C -4.4863 7.3152 -3.4123
H 3.9619 -4.9446 0.6223
C 1.3291 -3.1250 -0.2092
H -2.3894 3.6162 -1.9508
H 6.5483 -4.9615 9.7672
H 3.5194 -3.0599 2.2551
O 3.3444 -3.0011 6.3787
O 2.4851 -2.8080 0.5589
H 6.6829 -3.4169 10.6644
H 5.1209 -4.2555 10.5482
H -7.5617 5.3988 -5.9281
H -4.1578 5.6007 -5.4462
C 6.4317 -2.7064 6.6307
H 2.1879 -1.3366 6.3977
H 7.5683 -3.7743 8.0974
H 0.5257 -0.0216 -4.4512
H 0.1688 -1.6633 0.8382
H 5.2496 -5.5952 5.5730
C 2.5815 -6.9669 0.3472
C -1.2574 -2.9706 2.3649
H -6.8907 4.5119 -4.5471
H -2.5713 9.7123 -5.9176
C 5.0827 -4.6521 6.0989
H 1.4436 -2.5686 -1.1399
H -0.2305 0.9762 -1.7400
H -6.5707 7.3024 -2.9196
H -8.1718 5.7385 -4.2931
H 5.5556 -2.0586 6.5726
F -5.8421 -0.5280 -2.0980
H 1.8498 -3.6034 2.3756
C 3.2232 -4.9858 1.4314
H 4.9707 -4.8842 7.1592
H -0.7864 -2.1141 2.8626
H 3.0360 -1.6202 4.8661
F -5.4203 1.4235 -2.7444
H 3.0387 -4.8052 5.4689
H -3.8346 0.0195 -4.5202
H 1.7911 0.3221 -3.2227
P -1.8764 2.2719 -3.5241
H -1.2214 -0.3775 -1.2975
H 3.2756 -7.5770 0.9372
O -0.3682 -3.5694 1.4505
C -5.3805 0.1789 -3.0978
H 7.2616 -2.1798 6.1542
H -1.6461 -0.0703 -4.1035
*
```

Largest force on an atom, eV/A: 2.520
HOMO, eV: -8.797
SMILES: COC[C@@H](OCC(F)(F)F)P(O)O.COCCOCCOC.COCCOCCOC.COCCOCCOC
Molar mass, u: 624.6
Frontier orbital gap, eV: 9.4
Relative energy (zero: lowest compared OMol25 entry of this formula, charge and spin), kJ/mol: 0.00

***

No. 2
ORCA calculation (the ωB97M-V functional and the def2-TZVPD basis) on a molecular structure, C8H17BS2.

ORCA input file:
```
! wB97M-V def2-TZVPD RIJCOSX def2/J DEFGRID3
* xyz 0 1
H 0.9095 0.3757 1.9356
H 0.0345 1.8143 1.1749
H 1.4411 0.8387 -1.6429
C 3.3244 -0.4494 0.7731
S -2.9375 -1.2802 -0.7457
C 0.0766 0.7830 1.3569
H -4.9899 -2.3191 0.1164
H -4.2040 -0.5647 1.9087
H 2.0262 1.6632 -0.1620
C -0.7887 1.1164 -1.0682
H -5.2942 -0.8124 -1.0143
H 2.2938 -1.5033 -0.8394
H -0.8723 0.2844 1.7027
C 0.2635 0.3882 -0.1406
H 0.0266 -0.7231 -0.0873
H 3.3359 -0.3058 -1.3991
C -4.6811 -0.2609 1.0411
C 1.6522 0.6726 -0.6501
H 3.7889 0.4438 1.1438
H -5.7890 -0.1368 1.2229
C -4.6537 -1.1897 -0.1938
B -2.6469 0.3884 -0.4484
C 2.6902 -0.4554 -0.5704
H 2.4854 -0.6270 1.4478
H 3.9763 -1.3322 0.8501
H -0.7264 2.2362 -1.0395
S -3.7375 1.2861 0.5418
H -0.7284 0.9121 -2.1282
*
```

Largest force on an atom, eV/A: 5.552
HOMO, eV: -8.959
Molar mass, u: 188.2
Frontier orbital gap, eV: 9.4
Relative energy (zero: lowest compared OMol25 entry of this formula, charge and spin), kJ/mol: 148.07

***

No. 3
ORCA calculation (the ωB97M-V functional and the def2-TZVPD basis) on C3H4N4O in the gas phase.

ORCA input file:
```
! wB97M-V def2-TZVPD RIJCOSX def2/J DEFGRID3
* xyz 0 1
H 0.4156 0.4001 1.7788
C -1.1425 -0.1751 0.4522
N 2.3404 0.6653 -0.4492
C 1.0047 0.3888 -0.3347
H 1.1131 -0.7085 -2.1222
O 2.8275 1.2457 0.5718
C 0.3833 -0.3788 -1.3683
H -1.6848 -0.9391 -1.4556
N -2.2145 -0.3683 1.0540
H -2.2919 0.0320 2.0175
N 0.0096 0.5124 0.7239
N -0.7606 -0.6746 -0.8684
*
```

Largest force on an atom, eV/A: 9.851
HOMO, eV: -8.380
SMILES: [H]/N=c1/[nH]cc(N=O)[nH]1
Molar mass, u: 112.1
Frontier orbital gap, eV: 7.8
Relative energy (zero: lowest compared OMol25 entry of this formula, charge and spin), kJ/mol: 417.99

***

No. 4
ORCA calculation (the ωB97M-V functional and the def2-TZVPD basis) on a molecular structure, C41H33F5Ge2N3RuS2.

ORCA input file:
```
! wB97M-V def2-TZVPD RIJCOSX def2/J DEFGRID3
* xyz 1 1
F -1.5671 1.3806 1.2219
H 4.8499 -0.5171 3.5025
C -0.9095 -4.1392 1.4902
H -0.3958 -4.3329 -2.7292
C -3.1796 2.2519 -3.3209
H 1.7492 -1.4838 -4.8862
F 0.3073 5.5860 0.2110
H -4.0693 2.7307 -3.7066
C 2.3054 1.0863 -2.3971
C -0.1927 -0.0405 4.0554
C -0.5496 -3.4536 -2.1010
C -2.3890 -1.0318 0.0783
C 1.8816 -0.1311 3.4175
Ge 0.7450 0.0954 -1.6463
S 1.0130 2.6968 0.7142
H 3.4606 -2.6130 -2.3588
C 2.5739 -3.0553 -1.9064
C 3.5362 -0.0963 0.3193
H 4.9710 0.3540 -4.3878
H -1.2534 -5.1250 1.7760
C -2.9798 3.2494 0.9877
C 0.4107 -3.8039 1.5396
C -3.2145 -3.5490 0.8850
H 1.8873 -2.3026 1.2941
H 0.6288 -0.4986 7.3513
N 2.5334 0.0027 1.1481
F -4.0334 2.4751 1.2167
H -3.2170 -0.0740 5.4943
H -1.5389 -3.0515 -2.3146
H -2.1894 0.1235 3.2441
H -3.8158 0.2725 -3.8551
H 2.7148 -0.4402 5.3258
H 1.8885 3.0720 -1.6693
C -0.5637 3.4591 0.7414
C -2.0049 5.3837 0.4615
C 3.6180 3.0643 -2.8912
H 5.3451 2.7928 -4.1366
C 0.5868 -0.2352 5.2009
Ge 0.9012 -2.2160 -2.5241
C -3.1274 4.6017 0.7194
H 3.0791 -0.7136 -3.3003
C -1.4119 -1.8979 0.6272
H 2.6593 -2.9910 -0.8223
H -5.1646 -2.9613 0.2642
C 4.2951 -0.3615 2.5940
C -1.8970 0.2627 -2.9039
N 0.6551 0.0351 2.9673
C -1.0263 2.3941 -2.2638
H -0.5142 -3.7658 -1.0611
C 4.2953 0.9535 -3.7918
C -0.7438 4.8155 0.4736
H -2.0905 -0.0654 -0.2941
C 2.5416 2.4537 -2.2667
C -4.1271 -2.6744 0.3677
C 0.0253 -0.3524 6.4668
F -4.3329 5.1471 0.7019
H -2.2573 4.0917 -2.7159
H 2.5528 -4.1124 -2.1728
H -3.5171 -4.5434 1.1889
C 0.8276 -2.5013 1.1882
H 3.4547 0.0085 -0.7519
C 0.9006 -2.0361 -4.4888
C -2.1663 3.0133 -2.7581
C -1.8501 -3.1949 1.0173
C -1.5831 0.0153 4.1327
C -0.8726 1.0110 -2.3199
H 1.1474 -4.5235 1.8741
H -0.0090 -1.5339 -4.8193
S 5.0385 -0.3750 1.0562
H -4.4062 -0.7080 -0.4921
H 0.9074 -3.0370 -4.9224
C 3.2089 0.3519 -3.1685
C -3.6995 -1.4011 -0.0527
C 4.5029 2.3160 -3.6544
H 3.7673 4.1300 -2.7786
F -2.1522 6.6749 0.2018
H -1.8166 -0.8173 -2.9614
C -1.3509 -0.2800 6.5342
C -3.0376 0.8732 -3.4029
N 1.8999 -0.2887 4.7553
C -2.1419 -0.1053 5.3868
H -0.2372 3.0106 -1.8554
H -1.8368 -0.3699 7.4956
C -1.7049 2.7247 0.9892
C -0.0384 -1.5137 0.7776
C 2.9622 -0.1568 2.4560
Ru 0.5485 0.5109 0.9375
*
```

Largest force on an atom, eV/A: 0.895
HOMO, eV: -9.977
Molar mass, u: 973.2
Frontier orbital gap, eV: 5.5

***

No. 5
ORCA calculation (the ωB97M-V functional and the def2-TZVPD basis) on 2 unconnected molecules or ions with the total composition C2H8N2O.

ORCA input file:
```
! wB97M-V def2-TZVPD RIJCOSX def2/J DEFGRID3
* xyz 0 1
H -0.0901 -1.7462 -0.6591
H -0.9762 -1.0564 1.8685
H 0.1423 2.9345 -1.4061
H 0.4532 -2.7499 -1.6542
N -0.2973 -0.0350 0.1048
N 0.0232 1.8932 -1.2108
C -0.1499 -0.4501 1.5080
H 1.1773 1.2875 0.5844
H -0.2433 0.2949 2.2565
O -0.1553 -2.0444 -1.5679
H 0.7208 -1.0429 1.7275
H -0.9505 1.6932 -1.4157
C 0.3458 1.0215 -0.1358
*
```

Largest force on an atom, eV/A: 2.788
HOMO, eV: -9.127
SMILES: C/N=C/N.O
Molar mass, u: 76.1
Frontier orbital gap, eV: 10.2
Relative energy (zero: lowest compared OMol25 entry of this formula, charge and spin), kJ/mol: 224.38